(1)
Molecular formula: C18H19N3O3S
Method: DFT, wB97M-V/def2-TZVPD

Summary:
Molar mass = 357.43 g/mol
HOMO energy = -7.92 eV
Gap between HOMO and LUMO = 7.8 eV

ORCA input file:
```
! RIJCOSX wB97M-V def2-TZVPD def2/J DEFGRID3
* xyz 0 1
S -0.698 0.850 1.718
O 2.649 2.009 -1.794
O 1.648 -0.204 -2.057
O -3.742 2.021 -1.170
N 0.931 -3.692 0.985
N -2.433 -1.057 2.076
N -2.890 0.529 0.405
C 0.434 3.166 -1.367
C -3.818 -1.437 1.368
C -2.096 -0.243 1.380
C 2.125 -3.426 0.381
C 1.343 -1.609 -2.267
C -4.070 -0.171 0.643
C 3.317 3.446 -1.745
C 1.338 2.051 -1.572
C 0.887 0.714 -1.744
C 2.858 -2.324 0.795
C 0.960 -1.432 2.103
C -1.234 1.864 -0.864
C 2.137 -1.218 1.646
C -2.630 1.501 -0.540
C 0.255 -2.672 1.629
C 0.201 -0.711 2.925
C -0.739 3.036 -0.905
C -0.472 0.497 -1.418
H -4.504 -0.829 -0.607
H -4.334 -1.444 2.403
H 2.836 4.253 -2.598
H 2.698 -4.306 0.005
H 1.201 4.252 -1.004
H -3.701 -2.430 1.029
H 2.120 -2.170 -2.796
H -0.646 -1.024 3.438
H 0.433 -1.506 -3.006
H -0.938 -0.470 -1.469
H -4.983 0.373 0.992
H 0.631 -1.899 -1.546
H 4.431 3.342 -2.158
H 3.744 -2.130 0.284
H 3.173 3.800 -0.765
H 0.986 -0.005 3.615
H 2.720 -0.203 2.043
H -0.693 -2.953 1.995
H -1.435 3.864 -0.465
*
```

natural (NBO) atomic charge list, values in e, 8 entries:
1. S 0.096
2. O -0.487
3. O -0.472
4. O -0.624
5. N -0.423
6. N -0.457
7. N -0.516
8. C -0.273

(2)
Molecular formula: C18H19N3O3S
Method: DFT, wB97M-V/def2-TZVPD

Summary:
SMILES = CCCN(Cc1ccccc1)C(=S)NC(=O)c1ccccc1[N+](=O)[O-]
Molar mass = 357.43 g/mol
HOMO energy = -8.43 eV
Gap between HOMO and LUMO = 7.5 eV

ORCA input file:
```
! RIJCOSX wB97M-V def2-TZVPD def2/J DEFGRID3
* xyz 0 1
S 0.912 1.091 2.337
O 1.411 -2.131 0.167
O 2.683 1.660 -1.900
O 3.895 2.025 -0.124
N 3.504 1.273 -1.074
N 1.090 0.054 0.088
N -1.210 -0.085 0.954
C 0.236 0.188 1.136
C 5.275 -2.604 -1.541
C -2.517 2.686 -1.873
C -2.208 -0.027 3.300
C -3.894 2.710 -2.011
C 1.833 -1.054 -0.247
C -1.774 -0.793 -0.230
C -3.908 0.355 -1.300
C 5.943 -1.385 -1.559
C -4.603 1.488 -1.823
C 3.990 -0.025 -1.113
C 3.881 -2.421 -1.104
C 5.328 -0.150 -1.424
C -1.806 1.583 -1.299
C 3.251 -1.160 -0.780
C -2.175 0.525 1.903
C -2.493 0.314 -1.022
C -2.500 -1.503 3.519
H 3.415 -3.342 -0.950
H -3.304 -1.838 2.878
H 5.953 0.774 -1.323
H -0.978 -1.217 -0.795
H -4.442 -0.567 -1.159
H -2.854 -1.728 4.517
H -1.992 3.648 -2.042
H -3.154 0.282 1.479
H -0.765 1.735 -0.952
H 7.066 -1.353 -1.580
H -2.066 1.638 1.999
H -4.453 3.591 -2.269
H 1.615 0.925 -0.053
H 5.895 -3.546 -1.562
H -1.653 -2.090 3.308
H -5.596 1.493 -2.094
H -1.230 0.091 3.748
H -3.149 0.474 3.736
H -2.454 -1.585 0.132
*
```

natural (NBO) atomic charge list, values in e, 8 entries:
1. S -0.108
2. O -0.592
3. O -0.337
4. O -0.357
5. N 0.471
6. N -0.686
7. N -0.410
8. C 0.274

Short version: (2) is the most stable of them.